#a
Molecular formula: CH5P3
Method: DFT, the ωB97M-V functional and the def2-TZVPD basis

## Properties
- 2S+1: 1
- Highest occupied orbital energy: -9.0 eV
- SMILES string: CP1[PH]#[PH]1
- E_LUMO: 0.947 eV
- Gap between HOMO and LUMO: 0.36530 Eh

Element x y z (Å)
C1 -0.98409 -0.03877 0.31536
P1 2.00517 -1.09469 -0.18234
P2 1.80968 1.08411 -0.14361
P3 0.60105 0.06228 1.21758
H1 -1.60978 0.88274 0.38590
H2 -1.43404 -0.90360 0.55304
H3 -0.95931 0.03977 -0.74172
H4 1.00923 -1.44362 -1.05560
H5 2.99207 1.05800 0.83555

Formally, the natural (NBO) partial charges of the atoms, in units of the elementary charge, are as follows: -0.951, -0.005, -0.011, 0.286, 0.244, 0.228, 0.230, -0.034, 0.011

***

#b
Molecular formula: CH5P3
Method: DFT, the ωB97M-V functional and the def2-TZVPD basis

## Properties
- 2S+1: 1
- Highest occupied orbital energy (alpha / beta): -7.5 / -7.5 eV
- SMILES string: C=[PH]=P#[PH2]
- E_LUMO (alpha / beta): -0.780 / -0.781 eV
- Gap between HOMO and LUMO (alpha / beta): 0.24527 / 0.24524 Eh

Element x y z (Å)
C1 -2.13703 0.25989 0.72568
P1 -0.86729 0.09875 -0.41032
P2 0.95004 0.37310 0.52192
P3 2.41087 -0.66583 -0.68183
H1 -2.10979 0.45782 1.75653
H2 -3.01832 0.59792 0.16891
H3 -1.52908 0.27558 -1.62083
H4 3.59876 -0.57316 0.15848
H5 2.86009 0.25226 -1.56173

Formally, the natural (NBO) partial charges of the atoms, in units of the elementary charge, are as follows: -0.825, 0.609, -0.233, -0.015, 0.235, 0.214, 0.028, 0.017, -0.031

***

#c
Molecular formula: CH5P3
Method: DFT, the ωB97M-V functional and the def2-TZVPD basis

## Properties
- 2S+1: 1
- Highest occupied orbital energy: -8.5 eV
- E_LUMO: -0.824 eV
- Gap between HOMO and LUMO: 0.28264 Eh

Element x y z (Å)
C1 2.40600 0.34137 -0.05903
P1 0.10241 0.68892 -0.80794
P2 -0.81544 -0.38332 0.64809
P3 -2.85924 0.03712 -0.02487
H1 2.71669 0.02968 -1.07885
H2 2.68795 1.34085 0.19542
H3 2.36909 -0.54152 0.57423
H4 -2.91560 -1.28960 -0.50324
H5 -3.69185 -0.22350 1.05618

Formally, the natural (NBO) partial charges of the atoms, in units of the elementary charge, are as follows: -0.699, 0.123, -0.032, -0.019, 0.203, 0.212, 0.214, -0.002, -0.001

***

#d
Molecular formula: CH5P3
Method: DFT, the ωB97M-V functional and the def2-TZVPD basis

## Properties
- 2S+1: 1
- Highest occupied orbital energy: -8.6 eV
- SMILES string: PP1#[PH]C1
- E_LUMO: 0.726 eV
- Gap between HOMO and LUMO: 0.34304 Eh

Element x y z (Å)
C1 -0.36951 0.10914 1.24724
P1 -0.96764 1.58341 0.20227
P2 -0.45424 -0.39878 -0.56190
P3 1.67353 -0.31470 -1.09671
H1 0.58161 0.28276 1.76278
H2 -1.21833 -0.38166 1.87627
H3 -2.37855 1.00291 0.15372
H4 1.32923 -0.13777 -2.63657
H5 1.80390 -1.74530 -0.94709

Formally, the natural (NBO) partial charges of the atoms, in units of the elementary charge, are as follows: -0.964, 0.248, 0.240, -0.038, 0.246, 0.254, -0.012, 0.021, 0.004

***

Stability summary: most stable #a, least stable #b.

***

#a
Molecular formula: CH2O3S2
Method: DFT, the ωB97M-V functional and the def2-TZVPD basis

## Properties
- 2S+1: 1
- Highest occupied orbital energy: -8.6 eV
- E_LUMO: 0.176 eV
- Gap between HOMO and LUMO: 0.32118 Eh

Element x y z (Å)
C1 -0.13990 0.41518 0.96934
O1 0.56698 -0.60772 0.65589
O2 1.03938 -1.96959 -1.43611
O3 -0.66990 -0.01148 -1.21979
S1 0.71113 1.44750 2.09820
S2 -0.13257 -1.45899 -0.70790
H1 -1.10298 -0.06804 -2.19431
H2 -0.27215 2.25314 1.83469

Formally, the natural (NBO) partial charges of the atoms, in units of the elementary charge, are as follows: 0.035, -0.678, -0.868, -0.882, 0.041, 1.688, 0.523, 0.141

***

#b
Molecular formula: CH2O3S2
Method: DFT, the ωB97M-V functional and the def2-TZVPD basis

## Properties
- 2S+1: 1
- Highest occupied orbital energy: -10.3 eV
- E_LUMO: -1.192 eV
- Gap between HOMO and LUMO: 0.33452 Eh

Element x y z (Å)
C1 1.29924 -0.61828 -0.35772
O1 -2.03520 1.31947 0.70382
O2 -2.29178 -0.49543 -0.96724
O3 0.85269 -1.41929 0.45528
S1 1.69173 1.05589 -0.10056
S2 -2.58881 0.02545 0.34700
H1 1.42636 -0.96816 -1.43564
H2 1.64578 1.10035 1.35505

Formally, the natural (NBO) partial charges of the atoms, in units of the elementary charge, are as follows: 0.215, -0.821, -0.819, -0.550, 0.011, 1.640, 0.153, 0.170

***

Stability summary: most stable #b, least stable #a.